Entry 1:
The following is a quantum chemistry calculation of a 2-piece molecular cluster, H3O3PS overall at a distorted geometry, from the OMol25 dataset.

```
8
Properties=species:S:1:pos:R:3
O 5.227 -0.498 -0.445
O 2.917 0.395 -0.515
O 0.255 1.185 0.489
P 4.100 -0.161 0.480
S -1.188 0.773 0.276
H -1.223 -0.745 -0.231
H 2.210 0.776 -0.132
H -1.568 0.384 1.532
```

As for the spin multiplicity: 1. As for the relative energy (zero: lowest compared OMol25 entry of this formula, charge and spin): 407.2 kJ/mol. The net charge is 0. As for the electronic energy: -26313.93025 eV.

=====

Entry 2:
The following is a quantum chemistry calculation of C6H15N2O4S2Sc as an isolated structure at a distorted geometry, from the OMol25 dataset.

```
30
Properties=species:S:1:pos:R:3
Sc -0.163 -0.684 -0.417
C 0.217 -1.270 3.711
O 1.408 -1.313 2.949
C 1.205 -1.169 1.589
O 0.470 -0.113 1.217
N 2.527 -1.096 0.997
N 2.454 -1.195 -0.430
H 0.516 -1.480 4.735
H -0.476 -2.037 3.349
H -0.249 -0.281 3.639
H 3.107 -1.825 1.411
H 2.545 -2.174 -0.729
H 3.229 -0.658 -0.811
S 0.283 -2.696 0.880
C 0.774 -1.298 -3.875
C 0.154 -1.001 -2.519
O 0.424 0.158 -2.066
H 0.035 -1.096 -4.651
H 1.045 -2.349 -3.937
H 1.643 -0.660 -4.049
C -3.293 2.675 -0.783
S -1.630 1.894 -0.882
C -0.974 2.605 0.663
O -1.891 0.463 -0.524
H -3.784 2.387 0.139
H -3.869 2.308 -1.626
H -3.181 3.751 -0.854
H -0.877 3.681 0.563
H -0.001 2.139 0.838
H -1.647 2.335 1.472
```

As for the spin multiplicity: 1. The net charge is 0. As for the electronic energy: -60006.37859 eV.

=====

Entry 3:
The following is a quantum chemistry calculation of a 10-piece molecular cluster, C28H50Cl19NO5S2 overall at a distorted geometry, from the OMol25 dataset.

```
105
Properties=species:S:1:pos:R:3
C 3.132 -5.745 1.932
C 1.644 -5.431 2.093
O 1.376 -4.147 1.496
C 0.131 -4.052 0.935
O -0.784 -3.556 1.529
C 0.070 -4.568 -0.482
C -1.355 -4.774 -1.001
C -1.694 -4.079 -2.323
C -1.275 -2.619 -2.522
O 0.038 -2.607 -3.097
C 0.345 -1.543 -3.891
O -0.461 -1.040 -4.627
C 1.774 -1.103 -3.771
C 2.381 -0.752 -5.134
C 2.173 0.726 -5.490
S 3.650 1.701 -5.129
C 2.978 3.192 -4.397
S 1.627 3.211 -3.471
N 3.783 4.262 -4.686
C 5.228 4.059 -4.378
C 5.850 5.340 -3.851
O 5.189 5.856 -2.716
C 3.769 5.935 -2.851
C 3.313 5.580 -4.253
C -1.390 -1.710 -1.267
Cl 0.212 -1.186 -0.639
C -2.222 -0.461 -1.546
C -2.620 0.296 -0.286
H 3.577 -4.940 1.349
H 3.637 -5.817 2.891
H 3.287 -6.673 1.386
H 1.018 -6.200 1.636
H 1.377 -5.380 3.150
H 0.647 -5.495 -0.507
H 0.634 -3.849 -1.080
H -1.507 -5.843 -1.162
H -2.072 -4.484 -0.232
H -2.780 -4.113 -2.446
H -1.275 -4.633 -3.164
H -1.950 -2.197 -3.266
H 2.345 -1.879 -3.264
H 1.785 -0.221 -3.123
H 3.440 -1.009 -5.119
H 1.913 -1.356 -5.913
H 1.920 0.856 -6.541
H 1.352 1.133 -4.904
H 5.333 3.262 -3.639
H 5.767 3.762 -5.282
H 6.870 5.113 -3.543
H 5.913 6.084 -4.650
H 3.455 6.956 -2.621
H 3.309 5.272 -2.117
H 3.706 6.312 -4.962
H 2.231 5.625 -4.321
H -1.843 -2.264 -0.444
H -1.638 0.196 -2.195
H -3.108 -0.757 -2.116
H -3.360 -0.253 0.299
H -1.747 0.508 0.330
H -3.045 1.262 -0.561
C -0.953 -1.270 4.165
Cl -2.580 -1.346 4.867
Cl -0.327 0.380 4.107
H -0.295 -1.869 4.782
H -1.000 -1.665 3.157
C -5.172 0.972 6.552
Cl -4.209 2.372 7.029
Cl -6.271 0.443 7.840
H -5.764 1.239 5.688
H -4.503 0.155 6.315
C 5.399 -3.741 5.277
Cl 5.535 -5.478 5.587
Cl 3.869 -3.319 4.500
H 5.458 -3.219 6.224
H 6.207 -3.450 4.616
C -6.196 -0.048 2.605
Cl -5.262 1.372 3.090
Cl -7.299 -0.587 3.878
H -6.778 0.209 1.729
H -5.500 -0.852 2.393
C 1.439 -9.032 0.493
Cl -0.264 -8.636 0.223
Cl 1.889 -8.933 2.198
H 1.621 -10.042 0.147
H 2.041 -8.317 -0.058
C 7.158 8.436 -6.729
Cl 6.905 6.705 -6.995
Cl 7.671 8.783 -5.071
H 7.927 8.778 -7.407
H 6.220 8.946 -6.915
C -8.755 -0.796 10.633
Cl -10.407 -0.229 10.346
Cl -8.284 -0.654 12.328
H -8.701 -1.839 10.347
H -8.082 -0.193 10.037
C 5.512 10.404 -10.172
Cl 4.266 9.642 -9.176
Cl 7.094 9.641 -9.953
H 5.230 10.305 -11.212
H 5.594 11.444 -9.881
C -13.296 1.047 12.337
Cl -12.244 2.371 12.844
Cl -14.377 0.508 13.631
H -13.905 1.393 11.511
H -12.671 0.212 12.047
```

As for the spin multiplicity: 1. The net charge is 0. As for the electronic energy: -301171.07241 eV.

=====

Entry 4:
The following is a quantum chemistry calculation of a 2-piece molecular cluster, C2H6N2O2 overall at a distorted geometry, from the OMol25 dataset.

```
12
Properties=species:S:1:pos:R:3
C -0.221 -1.476 0.010
C -1.337 1.404 0.103
N 1.422 0.010 0.089
N 0.112 -0.272 -0.010
O -1.431 -1.972 -0.052
O -2.378 0.735 0.061
H 0.486 -2.342 0.278
H -0.902 1.886 -0.824
H -0.995 1.722 1.145
H 1.890 -0.879 0.350
H 1.783 0.418 -0.783
H -2.168 -1.359 -0.325
```

As for the spin multiplicity: 1. As for the relative energy (zero: lowest compared OMol25 entry of this formula, charge and spin): 345.5 kJ/mol. The net charge is 0. As for the electronic energy: -9243.73656 eV.

=====

Entry 5:
The following is a quantum chemistry calculation of C9H13InNO as an isolated structure at a distorted geometry, from the OMol25 dataset.

```
25
Properties=species:S:1:pos:R:3
C 0.038 -1.647 -1.940
C -1.261 -1.605 -1.368
C -1.153 -1.906 0.019
C 0.250 -2.163 0.302
C 0.968 -2.011 -0.937
In 0.102 0.229 0.770
C -0.911 1.802 -0.630
C 0.405 2.087 -1.202
C 0.745 2.717 -2.362
N 1.504 1.543 -0.244
H -1.972 -2.070 0.720
H -2.190 -1.437 -1.913
H 0.634 -2.617 1.216
H 2.029 -2.211 -1.078
H 0.270 -1.493 -2.994
H -1.649 1.363 -1.304
H 2.271 1.176 -0.813
H -1.313 2.546 0.070
H -0.052 3.112 -2.984
H 1.785 2.823 -2.658
C -0.076 -0.021 3.917
O -0.370 -0.331 2.583
H 0.859 -0.508 4.228
H -0.904 -0.440 4.500
H -0.009 1.062 4.101
```

As for the spin multiplicity: 1. The net charge is -1. As for the electronic energy: -18253.30104 eV.

=====

Entry 6:
The following is a quantum chemistry calculation of a 2-piece molecular cluster, C3H10P2 overall at a distorted geometry, from the OMol25 dataset.

```
15
Properties=species:S:1:pos:R:3
C -0.006 1.605 -1.338
C 1.569 -3.203 0.675
C -0.990 0.796 -0.533
P -1.696 3.103 1.040
P -1.214 1.162 1.319
H -0.021 1.362 -2.303
H -0.319 2.585 -1.275
H 0.955 1.571 -1.050
H 2.256 -3.757 1.123
H 1.784 -2.210 0.642
H 1.364 -3.541 -0.291
H -0.614 -0.268 -0.754
H -2.019 0.567 -0.884
H -1.588 3.539 2.542
H 0.540 -3.313 1.088
```

As for the spin multiplicity: 1. As for the relative energy (zero: lowest compared OMol25 entry of this formula, charge and spin): 114.7 kJ/mol. The net charge is 0. As for the electronic energy: -21848.05399 eV.

=====

Entry 7:
The following is a quantum chemistry calculation of C23H28FeN6O2PS5 as an isolated structure, from the OMol25 dataset.

```
66
Properties=species:S:1:pos:R:3
Fe -1.158 0.687 -0.233
C 2.435 3.652 2.872
C 2.570 2.142 3.022
N 1.297 1.469 3.212
C 0.409 1.226 2.215
S 0.915 1.294 0.573
N -0.797 0.868 2.647
N -1.656 0.608 1.632
C -2.877 0.287 1.906
C -3.425 0.134 3.286
C -3.727 0.127 0.721
C -5.091 -0.133 0.793
C -5.831 -0.184 -0.375
C -5.199 0.031 -1.589
C -3.834 0.267 -1.586
N -3.114 0.300 -0.469
H 3.416 4.112 2.742
H 1.969 4.090 3.756
H 1.824 3.891 2.002
H 3.199 1.893 3.878
H 3.043 1.716 2.137
H 0.866 1.538 4.122
H -2.666 0.413 4.009
H -3.722 -0.901 3.471
H -4.304 0.765 3.430
H -5.563 -0.282 1.754
H -6.895 -0.381 -0.337
H -5.743 0.018 -2.522
H -3.283 0.440 -2.503
O -1.072 5.571 -4.973
C -1.081 4.718 -4.134
S -0.582 3.038 -4.433
C -0.880 2.428 -2.821
C -1.383 3.343 -1.893
S -1.720 2.956 -0.297
S -1.637 4.977 -2.468
S -0.537 0.821 -2.464
N -0.559 -3.247 -1.389
C -1.047 -1.989 -1.377
N -0.746 -1.330 -0.290
C 0.004 -2.220 0.482
C 0.590 -2.088 1.740
C 1.303 -3.160 2.236
C 1.441 -4.356 1.515
C 0.853 -4.511 0.278
C 0.134 -3.426 -0.211
H -0.642 -3.898 -2.148
H -1.599 -1.580 -2.207
H 0.491 -1.183 2.316
H 1.767 -3.076 3.211
H 2.010 -5.172 1.941
H 0.948 -5.430 -0.286
C 4.140 -1.884 -3.072
P 3.078 -1.004 -1.907
C 3.209 0.729 -2.382
C 3.910 -1.135 -0.315
O 1.684 -1.517 -1.884
H 5.157 -1.490 -3.062
H 3.724 -1.786 -4.074
H 4.159 -2.941 -2.804
H 4.250 1.044 -2.463
H 2.700 1.336 -1.633
H 2.707 0.869 -3.339
H 4.906 -0.692 -0.339
H 3.979 -2.186 -0.033
H 3.288 -0.616 0.417
```

As for the spin multiplicity: 2. As for the relative energy (zero: lowest compared OMol25 entry of this formula, charge and spin): 0.0 kJ/mol. As for the expectation value of S²: 0.766. The net charge is 0. As for the electronic energy: -135197.89564 eV.

=====

Entry 8:
The following is a quantum chemistry calculation of C6H6O in the gas phase at a distorted geometry, from the OMol25 dataset.

```
13
Properties=species:S:1:pos:R:3
C 2.356 -1.143 0.721
C 1.755 0.021 0.536
C 0.382 0.213 0.229
C -0.476 1.286 0.456
C -1.832 0.964 -0.029
O -1.712 -0.406 -0.513
C -0.466 -0.737 -0.400
H 3.433 -1.233 0.784
H -0.233 2.204 0.966
H -2.630 0.972 0.718
H -2.175 1.548 -0.889
H -0.241 -1.745 -0.736
H 1.850 -2.104 0.788
```

As for the spin multiplicity: 1. As for the relative energy (zero: lowest compared OMol25 entry of this formula, charge and spin): 472.3 kJ/mol. The net charge is 0. As for the electronic energy: -8361.61059 eV.

=====

Entry 9:
The following is a quantum chemistry calculation of a 7-piece molecular cluster, C7H26NO6 overall at a distorted geometry, from the OMol25 dataset.

```
40
Properties=species:S:1:pos:R:3
C -2.303 2.182 -0.348
C -1.156 1.216 -0.489
C -1.488 -0.001 0.399
C -0.322 -0.155 1.432
C 0.026 -1.348 1.942
C 1.203 -1.588 2.890
C 2.208 -2.475 2.645
N -1.066 0.936 -2.031
H -2.117 3.257 -0.495
H -2.786 2.211 0.552
H -3.172 2.088 -0.952
H -0.162 1.945 -0.182
H -2.500 0.048 0.935
H -1.497 -0.835 -0.186
H 0.245 0.746 1.568
H -0.578 -2.191 1.583
H 1.398 -0.690 3.559
H 3.225 -2.419 3.084
H 2.175 -3.331 2.064
H -1.923 0.636 -2.462
H -0.360 0.211 -2.175
H -0.519 1.720 -2.458
H 1.245 -0.300 -4.321
H 1.692 -1.049 -3.136
O 1.005 -0.424 -3.444
H 3.005 0.932 -1.352
H 2.553 2.433 -1.050
O 2.344 1.528 -1.228
H 5.256 -1.568 -1.903
H 5.544 -0.270 -1.159
O 4.987 -1.073 -1.139
H -3.578 -3.744 1.759
H -3.975 -4.781 0.615
O -3.503 -3.966 0.809
H -6.298 0.333 0.177
H -5.054 -0.494 0.067
O -5.350 0.362 -0.191
H 4.298 2.865 1.996
H 3.771 3.908 1.053
O 3.531 3.147 1.571
```

As for the spin multiplicity: 1. As for the relative energy (zero: lowest compared OMol25 entry of this formula, charge and spin): 262.2 kJ/mol. The net charge is +1. As for the electronic energy: -21446.58841 eV.

=====

Entry 10:
The following is a quantum chemistry calculation of C47H49ClHfN9O7S2 as an isolated structure at a distorted geometry, from the OMol25 dataset.

```
116
Properties=species:S:1:pos:R:3
Hf -2.092 0.258 1.193
O -8.437 -1.072 -1.855
N -8.508 -0.635 -0.728
O -9.535 -0.471 -0.112
C -7.282 -0.261 -0.047
C -7.438 0.478 1.098
C -6.330 0.929 1.845
C -6.464 1.732 2.988
C -5.322 2.144 3.650
C -4.078 1.734 3.181
N -3.904 0.945 2.116
C -5.022 0.558 1.424
C -4.852 -0.222 0.249
N -3.565 -0.547 -0.095
C -3.367 -1.220 -1.245
C -4.404 -1.635 -2.053
C -5.720 -1.365 -1.691
C -5.978 -0.631 -0.527
H -8.442 0.733 1.410
H -7.452 2.003 3.325
H -5.382 2.779 4.521
H -3.176 2.044 3.696
H -2.334 -1.420 -1.509
H -4.207 -2.176 -2.964
H -6.531 -1.698 -2.319
O -0.628 0.084 2.738
N -0.448 1.071 3.627
C 0.444 2.056 3.385
C 0.563 3.124 4.242
C -0.206 3.175 5.404
C -1.061 2.107 5.670
C -1.173 1.076 4.768
H 1.030 1.961 2.485
H 1.275 3.904 4.015
H -0.135 4.010 6.082
H -1.646 2.076 6.576
H -1.824 0.226 4.914
N -2.561 -4.375 3.239
C -2.002 -3.204 2.944
S -2.998 -1.834 2.752
N -0.678 -3.103 2.799
C 0.222 -4.176 2.560
C 1.516 -4.109 3.063
C 2.414 -5.128 2.794
C 2.033 -6.210 2.017
C 0.747 -6.269 1.508
C -0.158 -5.258 1.772
H -3.548 -4.389 3.438
H -2.001 -5.153 3.554
H -0.301 -2.159 2.769
H 1.807 -3.270 3.677
H 3.415 -5.078 3.193
H 2.735 -7.001 1.803
H 0.439 -7.099 0.893
H -1.150 -5.302 1.350
C 2.493 -1.751 -4.868
C 2.226 -1.177 -3.466
C 2.585 0.308 -3.478
C 0.715 -1.297 -3.210
C 3.039 -1.998 -2.396
O 2.590 -3.339 -2.399
C 4.583 -2.020 -2.650
C 5.555 -1.142 -1.837
C 5.524 0.318 -2.183
C 5.957 0.733 -3.439
C 5.878 2.056 -3.827
C 5.368 2.988 -2.936
Cl 5.207 4.638 -3.423
C 4.996 2.612 -1.656
C 5.076 1.280 -1.288
C 2.809 -1.550 -0.925
N 1.462 -1.697 -0.436
C 0.708 -0.771 0.158
N -0.505 -1.269 0.417
C -0.406 -2.549 -0.051
N 0.766 -2.819 -0.548
H 1.865 -1.243 -5.593
H 2.258 -2.811 -4.920
H 3.522 -1.605 -5.181
H 1.931 0.822 -4.179
H 3.607 0.468 -3.798
H 2.460 0.772 -2.502
H 0.177 -1.026 -4.115
H 0.385 -0.616 -2.426
H 0.450 -2.317 -2.947
H 2.795 -3.749 -3.246
H 4.770 -1.824 -3.703
H 4.881 -3.055 -2.462
H 6.555 -1.514 -2.075
H 5.413 -1.279 -0.767
H 6.362 0.009 -4.129
H 6.201 2.362 -4.809
H 4.653 3.359 -0.958
H 4.802 0.997 -0.280
H 3.108 -0.511 -0.801
H 3.439 -2.208 -0.321
H 1.019 0.234 0.376
H -1.199 -3.268 -0.032
C 2.510 6.552 -1.325
C 1.433 5.562 -1.041
C 1.379 4.344 -1.718
C 0.385 3.421 -1.434
C -0.570 3.726 -0.479
C -0.545 4.931 0.203
C 0.458 5.841 -0.080
S -1.676 2.448 0.024
O -1.173 1.141 -0.507
O -3.087 2.535 -0.223
O -1.478 2.256 1.503
H 3.308 6.112 -1.916
H 2.919 6.958 -0.403
H 2.098 7.390 -1.885
H 2.125 4.105 -2.463
H 0.340 2.465 -1.935
H -1.298 5.140 0.946
H 0.493 6.779 0.456
```

As for the spin multiplicity: 2. As for the relative energy (zero: lowest compared OMol25 entry of this formula, charge and spin): 132.3 kJ/mol. As for the expectation value of S²: 0.772. The net charge is +2. As for the electronic energy: -112765.67985 eV.

=====

Entry 11:
The following is a quantum chemistry calculation of a 2-piece molecular cluster, C5H6N2 overall at a distorted geometry, from the OMol25 dataset.

```
13
Properties=species:S:1:pos:R:3
C 0.939 -1.345 1.339
C 0.182 -0.393 1.417
C -1.865 0.594 0.577
C 0.348 0.699 -1.268
C -0.562 0.706 1.060
N -2.916 0.530 0.108
N 0.775 -0.574 -1.350
H 1.473 -2.186 1.675
H -0.557 0.990 -1.769
H 1.090 1.443 -1.036
H -0.239 1.692 1.368
H 1.278 -0.918 -0.504
H 0.053 -1.239 -1.618
```

As for the spin multiplicity: 1. As for the relative energy (zero: lowest compared OMol25 entry of this formula, charge and spin): 405.8 kJ/mol. The net charge is 0. As for the electronic energy: -8258.15228 eV.

=====

Entry 12:
The following is a quantum chemistry calculation of a 2-piece molecular cluster, C2H9NS overall at a distorted geometry, from the OMol25 dataset.

```
13
Properties=species:S:1:pos:R:3
S 2.208 -1.910 -1.939
H 2.174 -0.935 -1.006
C -0.465 0.524 1.635
C -1.094 0.221 0.276
N -0.253 0.684 -0.822
H -1.242 0.484 2.413
H -0.079 1.546 1.745
H 0.221 -0.246 2.001
H -2.074 0.635 -0.031
H -1.147 -0.868 0.337
H -0.113 1.675 -0.636
H 0.621 0.257 -1.089
H 1.244 -2.068 -2.885
```

As for the spin multiplicity: 1. As for the relative energy (zero: lowest compared OMol25 entry of this formula, charge and spin): 137.4 kJ/mol. The net charge is 0. As for the electronic energy: -14543.86946 eV.